{
  "formula": "C8H7I2NO3",
  "method": "ωB97M-V with the def2-TZVPD basis set",
  "species": ["O", "C", "I", "C", "C", "C", "C", "C", "C", "I", "H", "H", "H", "H", "C", "N", "O", "O", "H", "H", "H"],
  "coordinates": [[-1.074, -1.870, -2.171], [-1.194, -0.744, -1.798], [-1.623, 0.692, -3.435], [-1.199, -0.263, -0.433], [-1.012, 1.121, -0.173], [-0.649, 1.530, 1.110], [-0.649, 0.606, 2.081], [-0.907, -0.694, 1.932], [-1.110, -1.170, 0.650], [-1.389, -3.239, 0.358], [-1.170, 1.858, -0.853], [-0.657, 2.553, 1.417], [-0.562, 0.947, 3.088], [-0.834, -1.407, 2.702], [1.422, -0.339, -1.918], [1.772, -1.299, -1.148], [1.751, -1.323, 0.070], [2.046, -2.518, -1.707], [1.556, -0.314, -3.026], [1.329, 0.554, -1.458], [1.424, -3.189, -1.335]],
  "atomic_forces_ev_per_a": [[-0.017, 0.714, 0.083], [-0.843, -1.097, -1.423], [0.017, 0.079, 0.261], [0.791, 1.110, 1.031], [0.548, -2.111, 2.605], [-1.394, 0.463, -2.062], [0.218, 0.753, 2.827], [-0.010, -2.132, -1.844], [-0.361, -0.154, -1.106], [0.042, 0.156, 0.638], [-0.308, 1.620, -2.357], [0.429, 0.588, -0.331], [0.426, 0.278, 0.679], [-0.120, -0.467, 1.054], [1.590, -0.906, -3.291], [-0.921, -1.201, 0.191], [0.002, 0.548, 1.566], [0.272, -1.058, -1.502], [-0.286, -0.812, 1.279], [-0.389, 2.655, 1.538], [0.314, 0.975, 0.163]],
  "smiles": "O=C(I)c1ccccc1I.C=[N+]([O-])O",
  "homo_energy_ev": -9.14,
  "e_tot_ha": -1184.7474,
  "lumo_energy_ev": -0.616
}